No. 1
A cluster of 3 separate species, C2H10NO3 in total, computed with ωB97M-V with the def2-TZVPD basis set.

Last column: Mulliken charge in e.
Geometry (Å):
C: 0.529718 0.950222 -0.002260  -0.289
O: -0.601045 0.463848 0.489662  -0.812
C: 1.359315 0.140734 -1.032025  -0.787
N: 0.470141 -0.505992 -2.034476  -0.642
H: 0.336527 1.894052 -0.591922  0.241
H: 1.300815 1.102236 0.844500  0.175
H: 2.071646 0.795158 -1.495735  0.346
H: 1.974359 -0.693726 -0.635550  0.357
H: -0.090570 -1.250725 -1.651610  0.301
H: 0.017431 0.268647 -2.499975  0.227
H: -0.857303 0.259540 2.127425  0.382
H: -0.531358 0.886336 3.328027  0.301
O: -0.818298 -0.015894 3.091235  -0.690
H: -2.042230 -1.942908 0.462480  0.266
H: -1.284617 -0.782927 0.004253  0.424
O: -1.834525 -1.568599 -0.404034  -0.798

Atoms 1-3, force components in eV/Å:
2.09 0.66 0.30
-1.11 -0.79 0.46
-1.36 -2.34 0.19

Output
E_HOMO: -3.882 eV
orbital gap: 8.165 eV
charge: -1
E_LUMO: 4.283 eV
energy above the lowest of the compared OMol25 structures with the same formula, charge and spin: 58.8 kJ/mol

---

No. 2
A cluster of 3 separate species, C2H10NO3 in total, computed with ωB97M-V with the def2-TZVPD basis set.

Last column: Mulliken charge in e.
Geometry (Å):
C: -0.745882 -2.253573 -0.386228  -0.833
N: -1.192275 -0.865905 -0.244035  -0.451
C: -0.310071 -0.118201 0.693705  -0.365
O: 0.809969 0.372014 0.135253  -0.968
H: 0.342168 -2.323878 -0.521542  0.299
H: -1.214385 -2.710379 -1.264792  0.321
H: -1.051308 -2.812233 0.495219  0.271
H: -1.052579 -0.460535 -1.159743  0.228
H: -0.067949 -0.856391 1.491164  0.246
H: -0.942965 0.660344 1.159379  0.269
H: 2.059314 2.770048 1.414280  0.271
H: 1.256153 1.494853 1.337206  0.465
O: 1.675047 2.112231 2.001823  -0.726
H: 0.560397 1.215201 -1.171175  0.479
H: -0.542991 1.913838 -2.018067  0.255
O: 0.417357 1.862568 -1.962446  -0.765

Atoms 1-3, force components in eV/Å:
0.01 0.31 -0.23
-0.10 -0.56 -0.03
-0.23 -0.40 0.12

Output
E_HOMO: -3.902 eV
orbital gap: 8.105 eV
charge: -1
E_LUMO: 4.203 eV
energy above the lowest of the compared OMol25 structures with the same formula, charge and spin: 19.5 kJ/mol

---

No. 3
A cluster of 3 separate species, C2H10NO3 in total, computed with ωB97M-V with the def2-TZVPD basis set.

Last column: Mulliken charge in e.
Geometry (Å):
O: -1.075921 1.992545 0.911094  -0.452
C: -1.695456 1.018782 1.330427  0.170
C: -1.321900 -0.290401 0.791212  -0.574
N: 0.001226 -0.110994 0.047137  -0.388
H: -2.570255 1.060716 1.870573  0.419
H: -1.984068 -0.770860 0.040298  0.258
H: -1.041143 -1.091373 1.373608  0.436
H: 0.109659 -0.868037 -0.804692  0.310
H: 0.961933 -0.151121 0.422005  0.397
H: 0.030657 0.818305 -0.492955  0.420
H: 3.450448 1.122908 1.068114  0.324
H: 3.094804 2.130029 -0.000928  0.307
O: 2.704895 1.460321 0.532975  -0.618
H: -1.000387 -2.069938 -2.309540  0.308
H: 0.403802 -2.357030 -2.727930  0.314
O: -0.068294 -1.893851 -2.051396  -0.631

Atoms 1-3, force components in eV/Å:
-1.20 -1.14 1.31
2.13 2.08 -2.60
2.51 -0.84 -2.85

Output
E_HOMO: -14.841 eV
orbital gap: 11.327 eV
charge: +1
E_LUMO: -3.514 eV
energy above the lowest of the compared OMol25 structures with the same formula, charge and spin: 123.7 kJ/mol

---

No. 4
A cluster of 4 separate species, C2H10NO5 in total, computed with ωB97M-V with the def2-TZVPD basis set.

Last column: Mulliken charge in e.
Geometry (Å):
O: -2.148379 -0.681945 -2.284472  -0.516
C: -1.013692 -0.804494 -1.835040  0.212
N: -0.409230 0.241581 -1.090393  -0.174
C: 0.775713 0.136875 0.041329  -0.361
O: 0.467417 -0.021838 1.294572  -0.473
H: -0.361100 -1.705642 -1.983121  0.223
H: -0.939639 1.095669 -0.827045  0.289
H: 1.312130 1.154505 -0.018024  0.346
H: 1.245900 -0.938385 -0.308300  0.267
H: -1.065290 1.063419 3.654303  0.307
H: -0.027354 0.833107 2.367222  0.425
O: -0.558330 1.565923 2.992527  -0.664
H: 2.719816 0.436995 -2.389561  0.312
H: 1.371886 1.359888 -2.635573  0.323
O: 2.064468 0.791978 -3.047346  -0.624
H: -0.785028 -0.917083 1.641231  0.434
H: -1.069996 -2.022632 2.549970  0.315
O: -1.579290 -1.587922 1.877719  -0.640

Atoms 1-3, force components in eV/Å:
2.26 -0.43 0.53
-1.43 1.22 0.51
1.53 0.36 2.50

Output
expectation value of S²: 0.76
E_HOMO (alpha / beta): -10.590 / -10.548 eV
2S+1: 2
orbital gap (alpha / beta): 10.645 / 5.991 eV
E_LUMO (alpha / beta): 0.055 / -4.557 eV
energy above the lowest of the compared OMol25 structures with the same formula, charge and spin: 267.7 kJ/mol

---

No. 5
A cluster of 2 separate species, C2H10NOS in total, computed with ωB97M-V with the def2-TZVPD basis set.

Last column: Mulliken charge in e.
Geometry (Å):
C: -0.575712 -0.788559 0.504049  -1.495
C: 0.350028 -0.371653 -0.637722  -0.650
S: 1.629004 -1.619933 -0.937203  -0.241
N: -1.537525 0.352802 0.810184  -1.110
H: -1.162092 -1.668026 0.275665  0.241
H: 0.024622 -0.839430 1.409265  0.339
H: -0.255044 -0.302383 -1.547533  0.355
H: 0.744618 0.630258 -0.492996  0.386
H: 1.075934 -2.507404 -0.095490  0.148
H: -1.932162 0.268516 1.783418  0.901
H: -1.129858 1.297429 0.698086  0.284
H: -2.338748 0.351480 0.136611  0.995
H: -0.719922 3.888597 1.474418  0.333
H: -0.910306 3.692800 -0.027849  0.346
O: -0.928240 3.217981 0.806134  -0.832

Atoms 1-3, force components in eV/Å:
0.59 1.92 0.18
-1.23 -0.12 -0.75
0.15 -0.10 0.29

Output
expectation value of S²: 0.75
E_HOMO (alpha / beta): -3.384 / -9.438 eV
2S+1: 2
orbital gap (alpha / beta): 4.015 / 9.793 eV
E_LUMO (alpha / beta): 0.631 / 0.355 eV
energy above the lowest of the compared OMol25 structures with the same formula, charge and spin: 0.0 kJ/mol

---

No. 6
A cluster of 2 separate species, C2H10NS2 in total, computed with ωB97M-V with the def2-TZVPD basis set.

Last column: Mulliken charge in e.
Geometry (Å):
C: -0.894815 -0.047205 2.496944  -0.705
N: 0.220274 0.484003 1.630748  -0.282
H: -0.787215 0.469807 3.445785  0.351
H: -0.692940 -1.151002 2.560663  0.310
H: -1.783557 0.358825 2.024952  0.320
H: 0.301143 1.454602 1.256163  0.441
H: 1.140430 0.363889 2.213796  0.441
H: 0.356981 -0.063897 0.702840  0.019
C: -0.476081 -0.450024 -2.970816  -0.791
S: -0.021966 -0.536966 -1.228144  -0.059
S: 2.100779 -0.439802 -1.116387  -0.176
H: -0.366001 -1.462336 -3.297491  0.322
H: -1.560799 -0.149550 -3.191411  0.316
H: 0.167384 0.274614 -3.436919  0.291
H: 2.296381 0.895042 -1.090723  0.201

Atoms 1-3, force components in eV/Å:
0.70 0.77 -0.60
3.96 -0.78 -0.17
-0.06 -0.36 0.24

Output
E_HOMO: -13.268 eV
orbital gap: 9.804 eV
charge: +1
E_LUMO: -3.464 eV
energy above the lowest of the compared OMol25 structures with the same formula, charge and spin: 103.5 kJ/mol

---

No. 7
A cluster of 3 separate species, C2H10O2S in total, computed with ωB97M-V with the def2-TZVPD basis set.

Last column: Mulliken charge in e.
Geometry (Å):
C: -1.085880 -0.316562 -1.460504  -1.010
C: 0.227061 0.494003 -1.611362  -0.357
S: 0.337055 1.765237 -0.384411  -0.223
H: -1.919808 0.381529 -1.456298  0.303
H: -1.108530 -0.999351 -0.616586  0.317
H: -1.336915 -0.918707 -2.340093  0.335
H: 1.062457 -0.191915 -1.518444  0.252
H: 0.153536 0.912160 -2.612305  0.308
H: 0.106570 2.913976 -1.009336  0.094
H: -1.907316 -0.281215 2.654930  0.315
H: -0.613559 -0.065791 1.906947  0.291
O: -1.213886 -0.787571 2.193462  -0.624
H: 2.871134 -1.167781 1.431453  0.312
H: 1.741731 -0.756707 2.465926  0.323
O: 2.686350 -0.981304 2.356620  -0.636

Atoms 1-3, force components in eV/Å:
-0.24 0.11 -0.64
-1.67 -1.08 -0.95
0.58 0.30 1.54

Output
E_HOMO: -9.331 eV
orbital gap: 9.846 eV
E_LUMO: 0.515 eV
structure (SMILES): CCS.O.O
energy above the lowest of the compared OMol25 structures with the same formula, charge and spin: 50.9 kJ/mol

---

No. 8
A cluster of 4 separate species, C2H10O2S in total, computed with ωB97M-V with the def2-TZVPD basis set.

Last column: Mulliken charge in e.
Geometry (Å):
C: 0.401314 -1.617594 0.236187  -0.857
S: -0.430526 -0.314774 -0.846717  -0.184
C: -2.804099 -0.371040 -0.251997  -0.670
H: 0.353146 -1.351808 1.302034  0.262
H: 1.442503 -1.797506 -0.018120  0.345
H: -0.042424 -2.562221 -0.027252  0.305
H: -2.872601 0.767729 -0.920528  0.236
H: -2.996224 -1.371093 -0.983221  0.300
H: -2.551397 -0.236367 1.033265  0.287
H: -0.165532 1.892282 0.632291  0.305
H: 0.302280 3.316263 0.202620  0.307
O: 0.633721 2.529999 0.659405  -0.615
H: 2.650597 -0.287245 -0.586533  0.272
H: 2.781822 1.003093 0.068877  0.347
O: 3.297421 0.400284 -0.500314  -0.642

Atoms 1-3, force components in eV/Å:
-0.72 0.67 -0.32
-1.59 -0.70 1.25
4.11 1.69 -1.45

Output
E_HOMO: -8.995 eV
orbital gap: 8.434 eV
E_LUMO: -0.561 eV
energy above the lowest of the compared OMol25 structures with the same formula, charge and spin: 415.5 kJ/mol

---

No. 9
A cluster of 4 separate species, C2H10O2S2 in total, computed with ωB97M-V with the def2-TZVPD basis set.

Last column: Mulliken charge in e.
Geometry (Å):
C: -0.362729 -0.311755 1.954406  -0.393
S: 1.286076 -0.864565 1.764086  -0.147
S: -1.589468 -0.396126 -1.446878  -0.185
C: -0.160590 -1.410098 -1.624167  -0.570
H: -0.988735 -0.886763 1.194229  0.045
H: -0.485430 0.733146 1.681494  0.284
H: -0.698221 -0.496636 2.972557  0.320
H: 0.770734 -0.985362 -1.233679  0.184
H: -0.035429 -1.512096 -2.711435  0.321
H: -0.313106 -2.407968 -1.207930  0.307
H: -1.220824 1.393332 -0.518631  0.269
H: -1.992813 2.593030 0.050653  0.292
O: -1.145381 2.139731 0.113723  -0.599
H: 3.059769 0.989667 -0.527565  0.276
H: 1.778509 0.419460 0.127051  0.210
O: 2.097638 1.003005 -0.587912  -0.614

Atoms 1-3, force components in eV/Å:
0.78 0.39 0.06
-0.54 -0.37 -0.10
0.05 -0.71 0.67

Output
E_HOMO: -8.467 eV
orbital gap: 4.124 eV
E_LUMO: -4.343 eV
energy above the lowest of the compared OMol25 structures with the same formula, charge and spin: 487.0 kJ/mol

---

No. 10
A structure of composition C2H10O2Si2, computed with ωB97M-V with the def2-TZVPD basis set.

Last column: Mulliken charge in e.
Geometry (Å):
C: 1.985602 1.748326 -1.152029  -1.017
C: -1.795652 -1.664833 1.045932  -1.034
O: 0.337787 -0.669444 -0.521794  0.078
O: -0.210210 1.342914 0.957779  -0.488
Si: 1.098593 0.633662 0.220605  0.487
Si: -1.149849 -1.025392 -0.625212  0.219
H: 1.660371 1.525856 -2.166040  0.308
H: 2.042085 2.825885 -0.983708  0.329
H: 2.940118 1.406472 -1.022843  0.288
H: -1.283139 -1.242258 1.910496  0.289
H: -2.833806 -1.426673 1.155863  0.320
H: -1.573429 -2.697506 1.120812  0.315
H: -1.225150 -2.296466 -1.686670  -0.135
H: -0.233541 1.318088 1.912792  0.303
H: 2.229196 0.102465 1.024351  -0.125
H: -1.988978 0.118906 -1.190333  -0.137

Atoms 1-3, force components in eV/Å:
-2.92 -0.12 1.18
0.76 1.25 -0.49
5.17 1.92 0.54

Output
E_HOMO: -10.213 eV
orbital gap: 10.792 eV
E_LUMO: 0.579 eV
energy above the lowest of the compared OMol25 structures with the same formula, charge and spin: 96.1 kJ/mol

---

No. 11
A cluster of 3 separate species, C2H10O3 in total, computed with ωB97M-V with the def2-TZVPD basis set.

Last column: Mulliken charge in e.
Geometry (Å):
C: 1.253157 0.315742 -0.108743  0.043
O: 0.896683 0.082114 -1.456193  -0.523
C: 1.770250 -0.951237 0.613785  -1.033
H: 1.942874 1.149474 0.038473  0.327
H: 0.338765 0.558406 0.409593  -0.018
H: 1.688320 0.080484 -2.002654  0.287
H: 1.371936 -1.047731 1.626391  0.293
H: 1.484844 -1.854983 0.093640  0.314
H: 2.833706 -0.872570 0.710037  0.333
H: -1.845919 -1.913007 -1.382633  0.315
H: -1.959530 -0.768251 -0.285826  0.324
O: -2.437955 -1.380693 -0.848291  -0.646
H: -0.833301 2.039877 2.436849  0.290
H: -1.703934 2.481104 1.223892  0.308
O: -1.185809 1.757432 1.585729  -0.613

Atoms 1-3, force components in eV/Å:
-0.50 -1.04 1.04
0.20 0.20 -0.31
-0.08 0.64 0.02

Output
E_HOMO: -10.259 eV
orbital gap: 10.887 eV
E_LUMO: 0.628 eV
structure (SMILES): CCO.O.O
energy above the lowest of the compared OMol25 structures with the same formula, charge and spin: 44.5 kJ/mol

---

No. 12
A cluster of 4 separate species, C2H10O4 in total, computed with ωB97M-V with the def2-TZVPD basis set.

Last column: Mulliken charge in e.
Geometry (Å):
O: 0.457092 1.666748 0.559324  -0.464
C: 0.600809 1.613854 1.715077  0.036
C: -0.476108 1.342511 2.724189  -0.888
H: 1.626385 1.589619 2.051960  0.402
H: -1.405807 1.087279 2.269860  0.275
H: 0.015611 0.575272 3.297853  0.290
H: -0.719590 2.289323 3.353330  0.283
H: -0.535767 2.097492 -0.973664  0.421
H: -1.955816 2.222480 -1.698628  0.308
O: -1.049682 1.827177 -1.813291  -0.664
H: 0.118891 -1.430991 -1.860579  0.312
H: -0.147544 -0.557512 -0.791755  0.294
O: 0.370136 -1.325819 -0.972134  -0.626
H: 0.395608 -4.521500 -2.344115  0.311
H: 0.566388 -3.511055 -1.186321  0.327
O: 0.384132 -4.365430 -1.368093  -0.615

Atoms 1-3, force components in eV/Å:
-0.86 0.57 -3.99
-0.04 -0.60 2.73
0.47 2.45 0.77

Output
E_HOMO: -10.508 eV
orbital gap: 11.175 eV
E_LUMO: 0.667 eV
structure (SMILES): CC=O.O.O.O
energy above the lowest of the compared OMol25 structures with the same formula, charge and spin: 99.2 kJ/mol

---

Among the records above, which one has the highest energy above the lowest of the compared OMol25 structures with the same formula, charge and spin? C2H10O2S2

---

Repeat the ninth record exactly.
A cluster of 4 separate species, C2H10O2S2 in total, computed with ωB97M-V with the def2-TZVPD basis set.

Last column: Mulliken charge in e.
Geometry (Å):
C: -0.362729 -0.311755 1.954406  -0.393
S: 1.286076 -0.864565 1.764086  -0.147
S: -1.589468 -0.396126 -1.446878  -0.185
C: -0.160590 -1.410098 -1.624167  -0.570
H: -0.988735 -0.886763 1.194229  0.045
H: -0.485430 0.733146 1.681494  0.284
H: -0.698221 -0.496636 2.972557  0.320
H: 0.770734 -0.985362 -1.233679  0.184
H: -0.035429 -1.512096 -2.711435  0.321
H: -0.313106 -2.407968 -1.207930  0.307
H: -1.220824 1.393332 -0.518631  0.269
H: -1.992813 2.593030 0.050653  0.292
O: -1.145381 2.139731 0.113723  -0.599
H: 3.059769 0.989667 -0.527565  0.276
H: 1.778509 0.419460 0.127051  0.210
O: 2.097638 1.003005 -0.587912  -0.614

Atoms 1-3, force components in eV/Å:
0.78 0.39 0.06
-0.54 -0.37 -0.10
0.05 -0.71 0.67

Output
E_HOMO: -8.467 eV
orbital gap: 4.124 eV
E_LUMO: -4.343 eV
energy above the lowest of the compared OMol25 structures with the same formula, charge and spin: 487.0 kJ/mol